Entry 1:
ORCA calculation (wB97M-V/def2-TZVPD) on C5H7N as an isolated structure.

Each line ends with the natural charge from an NBO analysis.
Positions of all 13 atoms, in Å:
1 C -1.309 -0.998 -0.004  -0.410
2 N 0.009 -0.417 -0.147  -0.258
3 C 0.258 1.516 0.521  -0.238
4 C 0.524 0.830 -0.724  -0.211
5 C 1.969 0.269 -0.591  -0.195
6 C 1.309 -0.844 -0.020  -0.144
7 H -1.523 -1.617 -0.882  0.211
8 H -2.051 -0.201 0.068  0.220
9 H -1.368 -1.619 0.895  0.215
10 H -0.342 2.422 0.616  0.190
11 H 0.822 1.185 1.384  0.205
12 H 0.089 1.207 -1.650  0.220
13 H 1.613 -1.732 0.535  0.195

The maximum force comes out at 0.017 Eh/bohr. As for the net charge: 0.

=====

Entry 2:
ORCA calculation (wB97M-V/def2-TZVPD) on a 3-piece molecular cluster, C2H12N2O2 overall in a non-equilibrium geometry.

Each line ends with the natural charge from an NBO analysis.
Positions of all 18 atoms, in Å:
1 C -0.442 -0.380 2.215  -0.417
2 N -0.934 -0.037 0.867  -0.675
3 C -0.334 -0.709 -0.293  -0.055
4 N 0.968 -0.180 -0.611  -0.865
5 H -0.395 0.468 2.892  0.193
6 H -1.054 -1.171 2.656  0.181
7 H 0.558 -0.789 2.065  0.185
8 H -1.943 -0.029 0.917  0.362
9 H -1.086 -0.646 -1.078  0.198
10 H -0.211 -1.778 -0.100  0.160
11 H 0.937 0.797 -0.889  0.386
12 H 1.609 -0.289 0.157  0.365
13 H 1.054 -0.840 -2.653  0.486
14 H 2.021 -1.444 -3.628  0.461
15 O 1.085 -1.354 -3.488  -0.961
16 H -0.470 2.325 0.958  0.485
17 H -1.103 3.145 -0.198  0.469
18 O -0.261 2.910 0.212  -0.957

The maximum force comes out at 0.028 Eh/bohr. Its SMILES is CNCN.O.O. As for the net charge: 0.

=====

Entry 3:
ORCA calculation (wB97M-V/def2-TZVPD) on a 2-piece molecular cluster, C4H10N2O2 overall in a non-equilibrium geometry.

Each line ends with the natural charge from an NBO analysis.
Positions of all 18 atoms, in Å:
1 C -0.118 -2.391 0.426  -0.662
2 C 0.245 -1.023 -0.064  -0.094
3 C 0.806 -0.822 -1.267  -0.385
4 H -1.487 0.627 -0.708  0.393
5 H -0.612 -2.975 -0.357  0.218
6 H -0.813 -2.358 1.270  0.244
7 H 0.773 -2.942 0.746  0.226
8 H 0.930 -1.632 -1.981  0.200
9 H 1.065 0.170 -1.626  0.216
10 N -1.647 1.632 -0.435  -0.578
11 C 0.140 0.180 1.004  0.661
12 N 1.249 0.978 1.039  -0.854
13 O -0.614 2.441 -1.012  -0.641
14 O -0.564 0.065 1.997  -0.594
15 H -0.783 3.338 -1.354  0.478
16 H -1.933 2.001 0.474  0.374
17 H 2.148 0.736 0.650  0.396
18 H 1.216 1.976 1.199  0.402

The maximum force comes out at 0.076 Eh/bohr. Its SMILES is C=C(C)C(N)=O.NO. As for the net charge: 0.

=====

Quick rundown of ΔE to the lowest compared entry with this formula, charge and spin, same order as above: 657.5, 67.0, 466.9 kJ/mol